This record from the OMol25 dataset describes a cluster of 6 separate species, C32H74FN2O4P in total in a non-equilibrium geometry. The level of theory is wB97M-V/def2-TZVPD.

The geometry in ORCA input format:
```
! RIJCOSX wB97M-V def2-TZVPD def2/J DEFGRID3
* xyz 0 1
P 0.585 -4.236 3.844
F -2.499 -6.242 2.654
O -2.891 -5.712 4.832
O -1.146 -2.233 4.648
O 2.219 -4.871 3.812
O 1.634 -6.867 4.119
N 2.278 -6.161 3.386
N -2.405 -3.846 3.508
C 2.194 -1.949 0.635
C 2.795 6.365 -7.440
C 2.103 6.846 -6.164
C 1.531 -2.943 -0.321
C -0.960 0.690 1.967
C -3.490 -4.485 9.533
C 2.945 -2.294 -2.382
C -3.381 -5.558 8.446
C -2.096 0.154 1.095
C -0.956 1.596 -4.131
C -4.182 -6.027 11.441
C 1.847 -1.506 -3.084
C -2.994 1.222 0.463
C 2.035 6.730 -8.709
C -0.190 2.045 -7.137
C 4.220 8.827 -4.968
C -2.585 -5.288 3.691
C -3.669 2.174 1.452
C 3.409 -2.519 1.349
C 3.258 9.158 -6.101
C -3.203 -4.966 10.956
C 0.013 2.657 -4.634
C -0.891 -5.331 8.013
C 1.952 8.365 -6.035
C -0.292 3.126 -6.057
C -1.105 -3.353 4.042
C 2.406 -3.410 -1.486
C 1.166 1.344 -7.231
C 2.303 2.287 -7.601
C -2.031 -6.263 8.363
C 0.039 1.546 1.198
C -4.618 1.469 2.412
H 1.954 7.812 -8.834
H 1.038 2.281 -4.565
H 3.593 -2.742 -3.142
H 2.476 -1.035 0.103
H -4.238 2.917 0.884
H -2.180 -5.347 11.033
H -0.429 2.442 0.782
H 1.213 -3.825 0.248
H 3.813 6.759 -7.496
H 0.844 1.873 1.861
H -4.160 -6.312 8.598
H 1.823 -4.107 -2.099
H -3.952 -6.309 12.472
H 3.141 -3.407 1.927
H 0.044 -5.894 7.932
H -1.984 1.968 -4.148
H 2.109 2.772 -8.562
H -2.708 -0.529 1.695
H 1.165 -2.928 3.621
H 1.230 -2.165 -3.703
H 0.485 0.976 0.379
H -1.809 -6.781 9.302
H 1.197 -0.994 -2.371
H -2.412 1.813 -0.251
H -0.422 2.502 -8.106
H 1.452 8.582 -5.084
H 3.759 9.023 -3.996
H -1.668 -0.456 0.290
H 1.401 0.834 -6.291
H -0.426 -0.162 2.402
H -0.713 1.324 -3.100
H 2.447 3.062 -6.845
H 3.018 10.225 -6.053
H 1.026 6.307 -8.694
H -4.093 0.748 3.044
H 1.456 -1.651 1.389
H -4.131 -6.933 10.832
H -5.208 -5.651 11.415
H -0.744 -4.557 8.770
H 0.132 -5.072 2.774
H 2.287 -0.747 -3.735
H -2.811 -3.658 9.299
H 0.381 3.954 -6.305
H -0.908 0.686 -4.733
H 1.099 0.563 -7.995
H -0.041 3.522 -3.965
H -1.304 3.546 -6.083
H -2.919 2.731 2.020
H 3.240 1.731 -7.688
H 0.612 -2.493 -0.712
H -5.404 0.941 1.865
H -3.601 -5.092 7.479
H -0.965 1.289 -6.970
H 1.278 8.731 -6.817
H 1.106 6.394 -6.109
H -1.083 -4.849 7.050
H 3.576 -1.610 -1.806
H -3.768 0.717 -0.127
H 2.553 6.334 -9.585
H -1.359 1.264 2.810
H 2.654 6.460 -5.299
H 3.821 -1.779 2.040
H 5.119 9.444 -5.045
H -3.261 -4.106 11.632
H 2.889 5.276 -7.394
H 0.425 -4.717 5.197
H -2.553 -3.538 2.536
H -2.092 -7.038 7.592
H 4.200 -2.790 0.646
H -5.097 2.198 3.071
H 3.252 -3.989 -1.099
H -4.500 -4.060 9.500
H 4.534 7.781 -4.996
H 3.755 9.000 -7.064
*
```

Values from the calculation:
Structure (SMILES): O=NO[PH3]C(=O)NC(=O)F.CCCCCC.CCCCCC.CCCCCC.CCCCCC.CCCCCC
HOMO level (eV): -10.24
E_LUMO (eV): -0.65
Kohn-Sham gap (eV): 9.58
Energy relative to the best compared isomer or geometry (same formula, charge and spin) (eV): 1.131

***

This record from the OMol25 dataset describes the ion C5H12N3 with charge +1 in a non-equilibrium geometry. The level of theory is wB97M-V/def2-TZVPD.

The geometry in ORCA input format:
```
! RIJCOSX wB97M-V def2-TZVPD def2/J DEFGRID3
* xyz 1 1
N -0.647 0.594 0.685
N -0.177 -0.246 1.394
N -0.421 -2.437 0.919
C 0.184 1.578 0.191
C -0.540 -2.167 -0.559
C 1.480 1.036 -0.528
C -0.733 2.352 -0.792
C -0.462 -1.434 1.826
H 2.009 1.759 -1.013
H -0.542 -3.495 1.167
H 0.342 -1.529 -0.796
H -0.220 3.201 -1.193
H -1.632 2.577 -0.332
H 2.265 0.577 0.059
H -0.316 -3.181 -0.988
H 0.625 2.191 0.919
H -1.484 -1.680 -0.870
H -0.188 -1.668 2.784
H 1.357 0.292 -1.300
H -0.901 1.682 -1.573
*
```

Values from the calculation:
Structure (SMILES): C/[NH+]=C\N=N\C(C)C
HOMO level (eV): -14.11
E_LUMO (eV): -5.27
Kohn-Sham gap (eV): 8.84
Energy relative to the best compared isomer or geometry (same formula, charge and spin) (eV): 4.230

***

This record from the OMol25 dataset describes a structure of composition C30H31BN6O3S3Yb. The level of theory is wB97M-V/def2-TZVPD.

The geometry in ORCA input format:
```
! RIJCOSX wB97M-V def2-TZVPD def2/J DEFGRID3
* xyz 1 2
Yb -0.845 -0.479 -0.056
S -0.691 -0.826 2.613
S 2.361 -0.471 0.990
S -0.887 -2.122 -2.100
O -4.238 0.779 -2.332
O -0.749 1.675 0.387
O 1.277 -0.754 -0.061
N -2.436 3.068 -0.421
N -2.393 0.881 -0.949
N -2.868 -1.461 1.107
N -3.192 0.304 2.351
N -0.966 -3.226 0.415
N 0.638 -4.004 -0.856
C 0.753 -4.630 0.378
C -2.945 1.429 3.241
C -1.799 1.901 -0.293
C 4.370 1.346 0.876
C -6.120 2.902 -1.187
C -7.321 3.050 -0.512
C -6.137 3.655 1.486
C -3.081 4.226 -4.846
C -7.335 3.427 0.826
C -3.496 3.826 -2.508
C -3.656 5.197 -2.317
C 3.578 0.486 0.130
C 4.686 1.110 -1.885
C -4.930 3.495 0.812
C -3.214 3.342 -3.780
C -2.303 -0.665 2.057
C -0.409 -3.160 -0.822
C -4.349 0.109 1.605
C -3.605 2.913 -1.292
C 3.227 -2.021 1.089
C -3.471 1.398 -1.649
C 5.505 1.960 -1.151
C -4.147 -0.979 0.844
C -0.228 -4.145 1.157
C -4.914 3.118 -0.525
C 3.711 0.361 -1.246
C -3.226 5.589 -4.647
C 1.535 -4.165 -1.991
C 5.351 2.080 0.223
C -3.513 6.076 -3.377
B -2.501 -2.990 0.793
H 2.546 -2.742 1.543
H -3.115 2.278 -3.951
H -3.126 6.274 -5.480
H 2.420 -4.701 -1.661
H -4.793 -1.452 0.124
H 6.263 2.543 -1.658
H 4.107 -1.874 1.717
H -3.915 5.579 -1.334
H -3.174 -3.306 -0.149
H 4.222 1.445 1.946
H -8.275 3.549 1.348
H -5.192 0.779 1.671
H -6.113 2.606 -2.229
H -2.827 2.343 2.662
H 4.805 1.033 -2.958
H -2.693 -3.609 1.804
H -2.867 3.841 -5.836
H -4.000 3.676 1.336
H 1.501 -5.381 0.573
H -8.252 2.873 -1.036
H -2.032 1.237 3.794
H 5.982 2.753 0.786
H -0.497 -4.387 2.170
H 1.810 -3.186 -2.376
H -3.779 1.534 3.929
H 1.049 -4.725 -2.788
H -3.637 7.139 -3.216
H -2.016 3.953 -0.187
H -6.139 3.965 2.523
H 3.051 -0.293 -1.803
H 3.510 -2.317 0.078
*
```

Values from the calculation:
HOMO level (spin up / spin down) (eV): -11.03 / -11.05
E_LUMO (spin up / spin down) (eV): -2.14 / -2.24
Kohn-Sham gap (spin up / spin down) (eV): 8.89 / 8.81
Energy relative to the best compared isomer or geometry (same formula, charge and spin) (eV): 0.255

***

This record from the OMol25 dataset describes a cluster of 3 separate species, C5H8N2 in total. The level of theory is wB97M-V/def2-TZVPD.

The geometry in ORCA input format:
```
! RIJCOSX wB97M-V def2-TZVPD def2/J DEFGRID3
* xyz 0 1
N 0.413 0.537 -0.747
N -0.886 0.395 -0.621
C 2.254 0.068 0.752
C 0.904 0.007 0.409
C -1.257 -0.262 0.545
C -1.739 0.675 -1.759
C -0.115 -0.619 1.200
H -1.285 1.489 -2.327
H -2.730 0.969 -1.406
H 1.070 -1.459 1.993
H 2.572 0.244 1.770
H -1.824 -0.211 -2.395
H -2.301 -0.498 0.713
H 3.005 0.223 -0.021
H 1.917 -1.558 1.892
*
```

Values from the calculation:
HOMO level (spin up / spin down) (eV): -7.73 / -8.64
E_LUMO (spin up / spin down) (eV): -1.13 / -0.64
Kohn-Sham gap (spin up / spin down) (eV): 6.60 / 8.00
Energy relative to the best compared isomer or geometry (same formula, charge and spin) (eV): 6.416

***

This record from the OMol25 dataset describes the ion C5H6NO with charge +1 in a non-equilibrium geometry. The level of theory is wB97M-V/def2-TZVPD.

The geometry in ORCA input format:
```
! RIJCOSX wB97M-V def2-TZVPD def2/J DEFGRID3
* xyz 1 1
O -1.752 -0.934 2.382
N 0.787 -0.543 0.213
C 1.011 -0.064 1.389
C -0.512 0.105 0.623
C -1.365 1.260 -0.183
C 1.714 -0.810 -0.857
C -1.216 -0.567 1.483
H 2.244 -1.796 -0.910
H 1.071 -0.798 -1.713
H -1.123 2.255 0.153
H -2.353 0.701 -0.203
H -0.954 1.274 -1.157
H 2.449 -0.082 -1.220
*
```

Values from the calculation:
HOMO level (eV): -15.48
E_LUMO (eV): -5.41
Kohn-Sham gap (eV): 10.08
Energy relative to the best compared isomer or geometry (same formula, charge and spin) (eV): 6.245

***

This record from the OMol25 dataset describes a cluster of 2 separate species, C2HCl2NOS2 in total in a non-equilibrium geometry. The level of theory is wB97M-V/def2-TZVPD.

The geometry in ORCA input format:
```
! RIJCOSX wB97M-V def2-TZVPD def2/J DEFGRID3
* xyz 0 3
Cl -0.655 -0.577 -1.312
Cl -2.830 -1.967 0.045
S -1.571 2.408 -0.340
S -2.706 0.958 0.197
O 1.229 -0.235 1.550
N 2.777 -0.007 -0.181
C -2.071 -0.503 -0.377
C 2.076 -0.123 0.774
H 3.753 0.047 -0.355
*
```

Values from the calculation:
HOMO level (spin up / spin down) (eV): -7.23 / -9.62
E_LUMO (spin up / spin down) (eV): 0.53 / -2.52
Kohn-Sham gap (spin up / spin down) (eV): 7.76 / 7.11

***

Record order is preserved below.
M: 600.9, 114.2, 803.7, 96.1, 96.1, 190.1 g mol⁻¹
Record order is preserved below.
Energy: -57556.734, -9839.981, -111409.784, -8288.580, -8806.706, -52340.609 eV